Record 1
{"formula": "C4H10O2", "method": "ωB97M-V/def2-TZVPD", "elements": ["C", "C", "C", "O", "C", "O", "H", "H", "H", "H", "H", "H", "H", "H", "H", "H"], "coordinates": [[-2.195306, -0.733886, 0.314440], [-1.023590, 0.228782, 0.107701], [0.359747, -0.317663, -0.122536], [0.435129, -0.070227, -1.672682], [1.482504, 0.449424, 0.533340], [2.625674, 0.232476, -0.267680], [-3.133097, -0.223152, 0.064581], [-2.103056, -1.587798, -0.366708], [-2.314854, -1.137762, 1.332106], [-0.848408, 0.527161, -1.022110], [-1.060140, 1.106740, 0.772479], [0.472370, -1.401021, -0.043884], [1.079702, 0.615943, -1.914761], [1.640458, 0.121288, 1.575145], [1.207875, 1.518017, 0.565940], [3.374991, 0.671675, 0.144633]], "forces_ev_per_angstrom": [[0.05, 0.01, -0.15], [-0.13, 0.50, -1.19], [0.63, 0.10, -1.61], [1.28, -0.84, 0.80], [-0.29, 0.05, 0.00], [0.54, 0.15, 0.22], [0.16, -0.11, 0.06], [-0.04, 0.11, 0.09], [0.27, 0.22, -0.21], [-2.82, 0.75, 1.99], [0.11, -0.36, -0.15], [0.07, 0.15, 0.06], [0.14, -0.48, 0.48], [-0.16, -0.07, -0.29], [0.11, -0.17, -0.08], [0.07, -0.01, -0.03]], "fmax_ev_per_a": 3.5, "energy_ha": -308.81088, "gap_ev": 10.25, "relative_energy_kcal_mol": 54.8, "total_charge": 0, "mol_weight_g_mol": 90.12, "smiles": "CC[C@@H](O)CO"}

---

Record 2
{"formula": "C4H10O2", "method": "ωB97M-V/def2-TZVPD", "elements": ["C", "C", "C", "O", "C", "O", "H", "H", "H", "H", "H", "H", "H", "H", "H", "H"], "coordinates": [[-0.416321, 1.295283, 0.202768], [-0.852560, 0.164980, -0.854629], [-1.169379, -1.179340, -0.135959], [-0.432103, -2.286213, -0.620728], [1.069981, 1.541661, 0.171647], [1.663585, 0.661257, 1.185464], [-0.795953, 0.942362, 1.145200], [-1.092991, 2.150847, 0.023012], [-0.048013, 0.011456, -1.558621], [-1.806381, 0.568573, -1.202497], [-2.202273, -1.447616, -0.294133], [-0.922192, -1.058542, 0.932086], [0.536653, -2.168436, -0.577090], [1.333138, 2.505034, 0.588301], [1.515998, 1.375890, -0.806743], [1.703047, -0.261784, 0.849521]], "forces_ev_per_angstrom": [[-1.50, -0.69, -2.05], [-0.59, 0.74, 2.51], [1.33, 0.51, 0.06], [0.63, -0.57, -0.50], [-0.04, -0.67, 2.22], [0.31, -0.76, -1.06], [0.54, -0.04, 0.79], [0.90, 0.15, -0.27], [-0.26, 0.10, -0.70], [0.42, -0.37, -1.02], [-0.28, -0.13, 0.23], [-0.55, -0.07, -0.15], [-0.87, 0.23, 0.13], [0.03, 0.41, -0.39], [0.02, 0.15, -0.06], [-0.09, 0.99, 0.27]], "fmax_ev_per_a": 2.7, "energy_ha": -308.83480, "gap_ev": 10.87, "relative_energy_kcal_mol": 39.8, "total_charge": 0, "mol_weight_g_mol": 90.12, "smiles": "OCCCCO"}

---

Record 3
{"formula": "C4H10O2", "method": "ωB97M-V/def2-TZVPD", "elements": ["C", "O", "C", "C", "C", "O", "H", "H", "H", "H", "H", "H", "H", "H", "H", "H"], "coordinates": [[-0.788010, -1.835155, 1.406417], [-1.191080, -0.531611, 1.062185], [0.944221, 0.584131, -0.703304], [-0.046167, 0.548526, -1.865688], [0.634688, 1.615739, 0.341661], [0.731211, 1.441411, 1.538579], [-1.355247, -2.527049, 0.780530], [0.285160, -2.008052, 1.227020], [-1.000194, -2.059424, 2.460017], [1.034963, -0.389598, -0.217807], [-1.000123, 0.121153, -1.544187], [0.352407, -0.065385, -2.679299], [-0.229876, 1.552778, -2.265242], [1.938787, 0.869849, -1.069141], [0.319845, 2.606246, -0.037733], [-0.630585, 0.076441, 1.565993]], "forces_ev_per_angstrom": [[0.00, -0.41, 0.06], [0.01, 0.18, 0.18], [0.09, -0.02, 0.06], [-0.04, 0.02, -0.04], [0.04, -0.07, 0.30], [-0.03, 0.14, -0.44], [0.06, 0.01, 0.09], [-0.17, 0.05, 0.02], [0.03, -0.03, -0.13], [0.05, 0.13, -0.07], [0.15, 0.10, -0.01], [-0.09, 0.10, 0.12], [0.03, -0.14, 0.05], [0.02, -0.03, -0.07], [0.03, 0.05, -0.05], [-0.18, -0.07, -0.06]], "fmax_ev_per_a": 0.5, "energy_ha": -308.85366, "gap_ev": 11.10, "relative_energy_kcal_mol": 27.9, "total_charge": 0, "mol_weight_g_mol": 90.12, "smiles": "CCC=O.CO"}

---

Record 4
{"formula": "C4H10O2", "method": "ωB97M-V/def2-TZVPD", "elements": ["C", "O", "C", "C", "O", "C", "H", "H", "H", "H", "H", "H", "H", "H", "H", "H"], "coordinates": [[2.937597, -0.206598, -0.083819], [1.688462, 0.403562, -0.270051], [0.645269, -0.265692, 0.395459], [-0.647564, 0.428439, -0.000323], [-1.722171, -0.439469, 0.256862], [-2.941245, 0.076613, -0.209928], [3.657051, 0.338380, -0.700017], [3.261907, -0.165522, 0.967752], [2.922936, -1.261473, -0.401364], [0.588614, -1.321665, 0.085505], [0.795522, -0.245110, 1.487560], [-0.769206, 1.376106, 0.548297], [-0.584090, 0.669950, -1.072850], [-3.710620, -0.673841, -0.017417], [-3.219861, 1.008830, 0.306287], [-2.902595, 0.277483, -1.291959]], "forces_ev_per_angstrom": [[0.29, -0.10, 0.03], [-0.03, 0.06, -0.03], [-0.20, -0.09, 0.09], [0.21, 0.14, -0.05], [0.03, -0.07, 0.07], [-0.30, 0.07, -0.07], [-0.08, -0.09, 0.12], [-0.07, 0.00, -0.13], [-0.02, 0.16, 0.04], [0.02, 0.15, 0.00], [-0.02, 0.00, -0.16], [0.01, -0.11, -0.07], [-0.04, -0.05, 0.10], [0.09, 0.09, -0.02], [0.09, -0.12, -0.06], [0.01, -0.03, 0.15]], "fmax_ev_per_a": 0.3, "energy_ha": -308.83756, "gap_ev": 10.97, "relative_energy_kcal_mol": 38.0, "total_charge": 0, "mol_weight_g_mol": 90.12, "smiles": "COCCOC"}

---

Record 5
{"formula": "C4H10O2", "method": "ωB97M-V/def2-TZVPD", "elements": ["C", "O", "C", "C", "C", "O", "H", "H", "H", "H", "H", "H", "H", "H", "H", "H"], "coordinates": [[2.555490, -0.313934, -0.394032], [1.413307, -0.326926, 0.437609], [0.228082, -0.074621, -0.203088], [-0.876680, 0.306853, 0.746224], [-2.114664, 0.748677, -0.025851], [-1.098900, -0.879826, 1.459345], [2.484241, -1.074440, -1.183368], [2.700198, 0.675392, -0.854044], [3.407766, -0.540280, 0.249917], [-0.356599, -1.318840, -0.541010], [0.379452, 0.636353, -1.043587], [-0.509195, 1.146520, 1.361767], [-2.921659, 0.985352, 0.671669], [-2.455537, -0.066996, -0.675355], [-1.909642, 1.631864, -0.643247], [-0.925665, -1.535154, 0.637053]], "forces_ev_per_angstrom": [[0.10, -0.03, -0.05], [0.09, 0.10, 0.20], [-0.95, -1.98, -1.10], [0.29, 0.41, -0.58], [-0.05, 0.03, 0.00], [-0.08, -1.52, -1.36], [0.00, 0.09, 0.10], [-0.04, -0.18, 0.06], [-0.10, 0.04, -0.15], [1.96, 3.10, -0.69], [-0.29, -0.69, 0.03], [-0.17, -0.58, 0.28], [0.08, -0.03, -0.08], [0.04, 0.15, 0.07], [-0.05, -0.12, 0.11], [-0.84, 1.21, 3.15]], "fmax_ev_per_a": 3.7, "energy_ha": -308.79704, "gap_ev": 10.80, "relative_energy_kcal_mol": 63.5, "total_charge": 0, "mol_weight_g_mol": 90.12}

---

Record 6
{"formula": "C4H10O2", "method": "ωB97M-V/def2-TZVPD", "elements": ["C", "O", "C", "C", "C", "O", "H", "H", "H", "H", "H", "H", "H", "H", "H", "H"], "coordinates": [[2.282864, -0.930846, -0.333025], [1.312660, -0.226897, 0.400773], [0.439266, 0.532227, -0.421301], [-0.773732, 0.947232, 0.466209], [-2.302355, 0.254420, 0.012217], [-0.939957, 0.042319, 1.560186], [1.817643, -1.588558, -1.084097], [2.970445, -0.246755, -0.851011], [2.854279, -1.543951, 0.369718], [0.090452, -0.103578, -1.246866], [0.997516, 1.376619, -0.875596], [-0.417786, 1.907068, 0.971232], [-2.706442, -0.703614, 0.494847], [-2.162505, 0.004430, -1.024188], [-3.054769, 0.995760, 0.227930], [-0.407572, -0.715869, 1.332970]], "forces_ev_per_angstrom": [[0.23, -0.11, -0.19], [-0.06, 0.06, -0.09], [-0.37, -0.32, -0.16], [-1.44, -2.36, 0.85], [0.47, 1.81, -1.44], [2.54, -0.17, 2.93], [0.05, 0.10, 0.11], [-0.07, -0.07, 0.06], [-0.11, 0.14, -0.10], [0.03, -0.02, -0.05], [-0.46, -0.13, 0.33], [-1.82, -0.48, -1.09], [1.58, 1.44, -0.10], [-0.66, 0.36, -0.88], [-0.41, 0.31, -0.59], [0.52, -0.55, 0.40]], "fmax_ev_per_a": 3.9, "energy_ha": -308.75066, "gap_ev": 9.48, "relative_energy_kcal_mol": 92.6, "total_charge": 0, "mol_weight_g_mol": 90.12, "smiles": "COC[C@@H](C)O"}